[1]
72
Properties=species:S:1:pos:R:3:mulliken_charge:R:1 method="wB97M-V/def2-TZVPD" charge=+1 relative_energy_kj_mol=189.9 orbital_gap_ev=8.65
O 0.229 -1.438 -1.041 -0.610
O -0.607 -1.683 -3.063 -0.277
N 1.295 0.142 5.470 -0.568
N 4.004 0.212 0.673 -0.741
N 0.233 -0.265 2.681 0.161
N 0.110 2.070 1.076 0.283
C -2.230 -2.088 2.471 -0.531
C -1.146 0.352 2.549 -0.297
C -0.696 -3.389 -4.799 -1.120
C -3.680 -0.030 2.027 -1.503
C 0.381 -1.831 -2.177 0.872
C 1.185 2.072 2.080 -1.736
C -0.473 -1.926 -4.474 -0.370
C 1.288 0.749 2.960 1.293
C 0.286 3.127 -4.127 -0.714
C 0.406 1.191 -0.085 1.980
C 2.770 0.220 2.881 -1.689
C 1.483 2.644 -1.940 -0.567
C 3.136 -0.609 1.590 0.345
C 1.069 1.217 4.475 -1.067
C -0.870 2.362 -3.624 0.597
C 0.315 1.877 -1.480 -0.510
C -2.365 -3.069 1.214 -0.913
C 1.473 3.280 -3.271 -0.803
C -0.882 1.725 -2.312 0.059
C -1.151 1.722 1.753 -1.281
C -2.198 -0.614 1.885 0.717
C -2.120 2.193 -4.555 -1.458
C 1.628 -2.566 -2.586 -1.222
H -3.867 0.764 1.254 0.343
H 3.764 1.202 0.749 0.279
H 3.778 -0.024 -0.302 0.302
H -3.193 -2.196 3.046 0.422
H -1.974 1.798 0.992 0.567
H 3.431 1.135 2.872 0.544
H -1.345 -2.374 3.095 0.187
H 0.372 -0.793 1.800 0.504
H -2.599 -4.104 1.559 0.434
H 0.149 -0.969 3.425 0.620
H -0.651 -3.552 -5.877 0.396
H 1.872 -2.467 -3.641 0.415
H 2.470 -2.145 -2.036 0.223
H 1.849 2.010 4.676 0.440
H -1.672 -3.714 -4.435 0.320
H -3.172 -2.667 0.536 0.252
H 2.340 3.847 -3.680 0.361
H 3.752 -1.528 1.811 0.332
H 1.522 -3.620 -2.329 0.325
H -0.256 0.289 -0.081 -0.776
H -2.629 3.175 -4.711 0.374
H -2.784 1.390 -4.151 0.302
H 2.262 -0.946 0.967 -0.120
H -4.373 -0.880 1.766 0.460
H 1.457 0.818 0.034 -0.289
H 0.049 -4.026 -4.322 0.291
H 2.163 2.344 1.594 0.365
H 3.108 -0.375 3.771 0.402
H 0.485 -1.556 -4.843 0.376
H -1.405 -3.011 0.624 0.115
H 1.500 -0.766 5.050 0.265
H 0.056 1.663 4.648 0.476
H -1.994 -0.629 0.777 -0.487
H 2.413 2.759 -1.341 0.295
H 0.483 -0.014 6.069 0.315
H -1.720 1.114 -1.905 0.141
H -1.244 -1.327 -4.958 0.270
H -1.349 2.551 2.498 0.166
H -3.898 0.327 3.068 0.339
H -1.733 1.812 -5.546 0.348
H 0.239 3.559 -5.154 0.391
H 0.965 2.941 2.771 0.463
H -1.492 0.538 3.606 0.924

---

[2]
113
Properties=species:S:1:pos:R:3:mulliken_charge:R:1 method="wB97M-V/def2-TZVPD" relative_energy_kj_mol=118.2 orbital_gap_ev=9.73 smiles="[SiH3]c1ccccn1.O=S1(=O)OCCO1.O=S1(=O)OCCO1.O=S1(=O)OCCO1.O=S1(=O)OCCO1.O=S1(=O)OCCO1.O=S1(=O)OCCO1.O=S1(=O)OCCO1.O=S1(=O)OCCO1.O=S1(=O)OCCO1"
S -3.822 2.930 2.197 0.944
S 2.344 4.620 0.212 0.988
S 3.961 -1.956 -4.973 1.122
S 6.318 -4.093 -0.109 1.078
S -2.508 -3.462 6.206 1.058
S -6.055 3.709 -4.467 1.314
S -0.496 -4.118 -2.071 1.203
S 5.609 1.923 -0.076 0.985
S -5.445 0.537 -3.512 1.273
Si -1.931 -1.535 2.538 0.627
O 7.310 -4.366 -1.082 -0.623
O -5.315 5.119 -4.719 -0.324
O -3.647 -3.557 5.370 -0.508
O -2.387 3.018 1.478 -0.169
O -4.488 1.583 -3.483 -0.507
O -4.730 3.004 0.876 -0.293
O 0.588 -4.233 -0.894 -0.338
O -5.276 2.683 -5.047 -0.544
O 5.259 1.596 -1.608 -0.312
O 2.563 6.173 0.590 -0.326
O -4.006 4.109 2.964 -0.587
O -7.343 3.985 -5.398 -0.328
O 4.395 2.152 0.613 -0.226
O 4.002 -3.560 -4.961 -0.362
O -4.660 -0.861 -3.650 -0.345
O 6.689 2.844 -0.040 -0.626
O -6.570 0.499 -4.375 -0.609
O -6.481 3.670 -3.112 -0.595
O 4.906 -1.489 -5.921 -0.647
O -0.348 -2.546 -2.348 -0.296
O -3.972 1.632 2.753 -0.480
O -2.897 -4.042 7.655 -0.316
O 1.174 4.504 -0.586 -0.561
O 3.580 4.056 -0.178 -0.452
O 6.007 -5.437 0.714 -0.310
O 5.079 -3.479 -0.433 -0.295
O 6.999 -3.265 1.089 -0.308
O 0.002 -4.815 -3.209 -0.562
O 2.002 4.098 1.692 -0.183
O -5.963 0.339 -1.998 -0.329
O -1.241 -3.981 5.836 -0.548
O 2.482 -1.783 -5.575 -0.357
O -2.311 -1.926 6.645 -0.158
O 3.947 -1.491 -3.628 -0.431
O 6.172 0.465 0.325 -0.373
O -1.782 -4.371 -1.530 -0.553
N 0.486 -0.206 2.244 -0.068
C -4.583 -1.506 -2.372 -0.190
C 0.466 -1.947 -1.330 0.106
C 0.490 1.104 4.799 -0.724
C -0.533 -0.391 3.107 0.200
C -5.973 5.835 -5.767 -0.360
C -2.542 2.775 0.076 -0.213
C -3.908 3.329 -0.255 -0.052
C 2.372 5.091 2.650 -0.307
C 1.984 -3.052 -6.020 -0.372
C -7.416 5.378 -5.705 -0.359
C 6.644 -5.383 1.996 -0.393
C 1.543 1.279 3.872 -0.298
C 2.150 6.409 1.939 -0.440
C 5.905 -0.465 -0.735 -0.008
C -2.767 -1.738 7.988 -0.344
C 1.399 -3.044 -0.878 -0.240
C 1.451 0.587 2.671 -0.569
C 6.711 -3.908 2.335 -0.305
C 2.670 -4.066 -5.135 0.094
C -2.560 -3.080 8.659 -0.419
C 5.893 0.370 -1.995 -0.084
C -0.522 0.232 4.359 -0.243
C -5.812 -1.035 -1.622 -0.356
H 0.901 -3.090 -5.930 0.334
H -1.746 3.253 -0.490 0.413
H 0.482 1.581 5.777 0.424
H -5.508 5.557 -6.716 0.291
H -3.824 -1.469 7.956 0.287
H 1.773 4.995 3.552 0.344
H 1.001 -1.089 -1.730 0.377
H -4.315 2.890 -1.165 0.054
H -7.956 5.878 -4.897 0.291
H -2.841 -0.858 1.599 -0.203
H -3.666 -1.177 -1.878 0.159
H -1.513 -3.230 8.935 0.297
H 2.265 -3.181 -7.068 0.316
H -7.944 5.534 -6.643 0.305
H 2.197 -4.117 -4.154 -0.118
H -2.502 1.694 -0.087 0.149
H 7.642 -5.815 1.900 0.290
H -4.559 -2.586 -2.493 0.294
H 6.073 -5.951 2.727 0.321
H 2.693 -5.058 -5.578 0.330
H -3.187 -3.209 9.538 0.316
H 1.804 -2.865 0.115 0.364
H -2.205 -0.942 8.472 0.329
H -1.363 0.035 5.033 0.298
H 2.221 -3.184 -1.584 0.075
H 3.427 4.948 2.897 0.279
H -0.186 -1.622 -0.516 -0.151
H 7.480 -3.683 3.069 0.312
H 2.299 0.719 1.982 0.468
H -5.705 -1.127 -0.544 0.334
H -1.257 -2.613 1.780 -0.212
H -2.600 -2.033 3.745 -0.198
H 5.346 -0.106 -2.805 0.031
H 4.931 -0.921 -0.553 0.099
H 5.747 -3.539 2.694 0.282
H 6.666 -1.240 -0.761 0.238
H 6.907 0.602 -2.329 0.348
H 2.396 1.915 4.113 0.535
H -5.871 6.907 -5.615 0.306
H 2.730 7.219 2.377 0.317
H -3.883 4.416 -0.357 0.235
H 1.092 6.683 1.930 0.307
H -6.705 -1.575 -1.946 0.271

---

[3]
85
Properties=species:S:1:pos:R:3:mulliken_charge:R:1 method="wB97M-V/def2-TZVPD" charge=-1 relative_energy_kj_mol=204.5 orbital_gap_ev=7.89
Au -1.310 -0.940 -0.968 1.148
Sb 0.809 -0.109 1.279 -1.270
S -3.013 -2.631 0.725 1.288
Si 2.191 0.983 3.232 0.706
Si 1.179 -2.526 2.067 0.835
Si 2.727 0.276 -0.437 0.638
F -1.819 -4.639 -0.623 -0.216
F -2.070 -5.032 1.476 -0.245
F -3.764 -5.128 0.153 -0.238
O -0.507 -1.344 -3.102 -0.869
O -1.700 -2.061 1.021 -0.802
O -3.908 -2.678 1.846 -0.661
O -3.580 -2.190 -0.526 -0.657
O -0.226 0.715 -2.389 -0.734
N -3.066 3.201 0.145 0.119
N -2.820 0.837 -0.259 1.258
N -4.476 1.613 1.311 0.098
N -4.783 1.984 -1.065 0.018
C 1.865 0.743 -6.949 -0.360
C -3.512 0.561 0.997 -0.640
C -0.060 -2.996 3.446 -0.851
C -4.055 3.241 -0.927 -0.741
C -3.809 0.927 -1.331 -0.754
C 3.985 0.558 3.810 -1.219
C 2.151 1.478 -5.810 -0.702
C 2.888 -2.853 2.912 -1.207
C 1.502 1.196 -4.622 -0.135
C 2.825 -0.998 -1.862 -1.007
C 4.545 0.374 0.204 -1.219
C -2.130 2.118 -0.143 -0.458
C 0.282 -0.565 -5.707 -0.274
C -5.430 1.688 0.210 -0.655
C -2.638 -4.448 0.411 0.596
C 2.412 2.049 -1.090 -0.830
C -0.105 -0.169 -3.264 0.452
C 0.926 -0.274 -6.896 -0.590
C -3.761 2.880 1.388 -0.654
C 2.293 2.884 2.959 -1.233
C 1.176 0.778 4.852 -1.255
C 1.123 -3.661 0.540 -0.810
C 0.570 0.165 -4.559 0.238
H 2.980 3.122 2.153 0.312
H 2.904 -2.429 3.911 0.246
H -1.076 -2.869 3.093 -0.009
H -1.604 2.318 -1.080 -0.156
H 2.644 3.400 3.849 0.399
H 1.417 2.108 -1.515 -0.065
H 1.584 1.369 5.668 0.394
H 0.056 -4.029 3.763 0.373
H -4.479 3.679 1.607 0.352
H -1.398 2.058 0.670 0.175
H 4.712 0.755 3.031 0.325
H 3.183 -0.548 -2.786 0.422
H 3.130 2.352 -1.847 0.439
H 0.699 -0.842 -7.788 0.390
H -4.318 -0.036 -1.416 0.156
H 0.776 -4.660 0.782 0.414
H 2.880 2.278 -5.852 0.391
H 4.078 -0.485 4.089 0.317
H -3.028 2.823 2.199 0.330
H 2.382 0.961 -7.873 0.373
H 0.068 -2.364 4.321 0.281
H 1.844 -1.411 -2.070 0.138
H -2.773 0.492 1.803 -0.029
H 1.170 -0.260 5.171 0.298
H 0.432 -3.247 -0.188 -0.021
H 4.267 1.152 4.676 0.412
H 3.485 -1.824 -1.615 0.469
H 4.701 1.271 0.793 0.296
H -4.034 -0.394 0.922 0.209
H -4.772 4.044 -0.716 0.354
H 1.715 1.768 -3.733 0.366
H 2.094 -3.750 0.062 0.420
H 3.089 -3.916 3.007 0.452
H -5.942 0.726 0.127 0.346
H -3.290 1.144 -2.269 0.185
H -6.162 2.475 0.426 0.344
H -3.540 3.454 -1.868 0.353
H 4.788 -0.478 0.829 0.271
H 5.251 0.398 -0.621 0.441
H -0.453 -1.353 -5.640 0.467
H 3.701 -2.407 2.347 0.255
H 0.145 1.084 4.706 0.333
H 1.323 3.296 2.700 0.327
H 2.466 2.771 -0.281 0.346